No. 1
Computed, not measured: a structure of composition C32H28N5OPtS, with ωB97M-V with the def2-TZVPD basis set.

The geometry in ORCA input format:
```
! RIJCOSX wB97M-V def2-TZVPD def2/J DEFGRID3
* xyz 3 1
Pt -0.952 0.027 -0.332
S 0.846 -1.751 -1.713
O -0.578 -1.086 -1.980
N -1.763 -1.596 0.565
N -2.021 -1.668 1.901
N -0.378 1.666 -1.327
N 0.158 2.748 -0.715
N -0.979 1.021 1.395
C -1.811 -2.833 0.092
C 0.127 -4.574 -4.487
C -4.759 0.179 5.524
C 1.374 -4.350 -1.997
C 3.279 -0.703 -2.165
C 0.010 1.914 1.631
C 0.540 2.035 2.958
C -2.440 -0.530 2.620
C 0.134 3.813 -1.570
C -1.859 0.761 2.404
C 0.754 -3.262 -2.603
C 0.758 -5.671 -3.905
C 1.586 -0.101 -3.805
C -2.277 1.843 3.235
C 3.214 4.655 2.564
C -3.730 0.390 4.473
C 0.636 2.716 0.600
C -3.186 1.662 4.237
C -2.107 -3.736 1.122
C -0.733 2.042 -2.545
C 1.640 3.582 0.941
C -0.424 3.395 -2.744
C 1.533 2.915 3.267
C 3.849 0.681 -4.045
C -3.336 -0.682 3.651
C -2.241 -2.971 2.244
C 2.101 3.720 2.265
C 4.222 0.017 -2.884
C 1.975 -0.750 -2.640
C 0.127 -3.351 -3.842
C 2.537 0.625 -4.504
C 1.381 -5.564 -2.670
H -1.623 -3.018 -0.954
H 3.561 -1.232 -1.262
H -1.189 1.334 -3.218
H -4.647 -0.794 6.003
H -5.752 0.196 5.061
H 2.985 5.651 2.175
H 0.761 -6.621 -4.423
H 4.122 4.327 2.048
H 1.866 -6.423 -2.228
H 1.844 -4.254 -1.026
H -0.605 3.983 -3.627
H 2.109 4.176 0.168
H -1.937 2.838 2.983
H -0.349 -2.488 -4.288
H 5.247 0.051 -2.542
H 2.264 1.125 -5.424
H -0.356 -4.676 -5.449
H -2.207 -4.805 1.046
H -4.733 0.963 6.277
H 0.493 4.782 -1.266
H 4.590 1.235 -4.607
H -3.783 -1.649 3.832
H -2.470 -3.251 3.258
H 1.931 2.952 4.272
H 0.573 -0.190 -4.172
H 0.203 1.326 3.702
H 3.421 4.723 3.628
H -3.524 2.508 4.820
*
```

Kohn-Sham gap (alpha / beta)	4.612 / 4.613	eV
total energy	-57191.7208	eV
energy above the lowest of the compared OMol25 structures with the same formula, charge and spin	0.00	kcal/mol
E_HOMO (alpha / beta)	-0.605 / -0.605	Ha

***

No. 2
Computed, not measured: an isolated molecule of C18H25NO2, with ωB97M-V with the def2-TZVPD basis set.

The geometry in ORCA input format:
```
! RIJCOSX wB97M-V def2-TZVPD def2/J DEFGRID3
* xyz 0 1
O -0.435 -2.841 1.015
O -3.667 -0.351 0.305
N 1.144 -0.173 0.025
C -1.188 -2.395 0.158
C 1.747 -1.496 0.146
C -1.117 4.102 -0.963
C -0.073 3.363 -1.519
C 3.152 -1.574 -0.455
C 0.112 2.027 -1.141
C 1.992 0.768 0.801
C -1.684 2.221 0.463
C -2.398 -0.832 2.261
C -0.615 1.477 -0.063
C 4.062 -0.504 0.130
C -1.655 -0.547 -1.572
C -0.278 0.027 0.413
C 3.374 0.864 0.169
C -1.324 -0.865 -0.106
C -2.043 -3.305 -0.668
C -1.943 3.519 -0.002
C -2.578 -0.660 0.774
H 1.814 -1.782 1.215
H 4.979 -0.445 -0.457
H -2.348 1.774 1.210
H 3.989 1.584 0.728
H -3.325 -1.266 2.656
H -2.267 0.147 2.748
H 3.271 1.243 -0.859
H -1.463 -3.716 -1.508
H 1.149 -2.249 -0.364
H -2.341 -4.145 -0.031
H -0.756 -0.645 -2.198
H 4.339 -0.801 1.149
H -1.250 5.151 -1.233
H -2.947 -2.819 -1.044
H 0.827 1.405 -1.683
H 3.082 -1.490 -1.547
H -2.038 0.480 -1.660
H -2.789 4.068 0.409
H -2.427 -1.203 -1.968
H 2.078 0.403 1.846
H 1.532 1.759 0.850
H 3.546 -2.576 -0.238
H -0.292 -0.017 1.520
H -1.564 -1.494 2.530
H 0.614 3.810 -2.243
*
```

Kohn-Sham gap	8.743	eV
SMILES string	CC(=O)C(C)(C(C)=O)[C@H](c1ccccc1)N1CCCCC1
total energy	-24655.9877	eV
energy above the lowest of the compared OMol25 structures with the same formula, charge and spin	42.00	kcal/mol
E_HOMO	-0.312	Ha

***

No. 3
Computed, not measured: an isolated molecule of C17H18N4O4S, with ωB97M-V with the def2-TZVPD basis set.

The geometry in ORCA input format:
```
! RIJCOSX wB97M-V def2-TZVPD def2/J DEFGRID3
* xyz 0 1
S 0.044 2.511 -4.624
O 1.561 -3.029 0.197
O -1.376 -1.803 5.981
O -1.403 0.216 -3.887
O 0.385 -3.703 4.769
N 0.338 0.900 -2.304
N 1.866 4.046 -3.453
N -0.309 -1.540 0.564
N 1.451 2.858 -2.701
C 1.919 6.032 -5.205
C 0.468 -2.315 -0.245
C -0.497 -1.617 1.835
C 0.929 4.017 -4.443
C -1.050 -2.819 6.664
C -0.919 -1.039 -1.745
C -1.158 -0.722 -0.400
C -0.122 -2.825 2.639
C 0.556 2.053 -3.106
C -1.152 -1.693 4.542
C 0.279 -3.614 6.039
C -1.428 -0.746 3.656
C -0.620 -0.111 -2.915
C 0.646 5.130 -5.371
C -0.148 -2.741 3.944
C 0.495 -2.111 -1.750
C -1.300 -0.778 2.371
H 1.071 0.705 -1.424
H 2.818 5.563 -5.153
H -1.597 0.106 1.798
H -2.442 -0.079 4.154
H -1.511 -1.837 -2.452
H 1.021 -2.796 6.288
H -1.796 -3.769 6.295
H -0.168 5.503 -5.516
H 0.683 -2.992 -2.282
H 0.700 -4.341 6.547
H 1.710 6.673 -5.941
H 1.670 6.523 -4.215
H -2.404 -0.959 -0.199
H 1.380 -1.523 -2.080
H -0.912 0.067 -0.294
H -1.197 -2.730 7.605
H 0.558 -3.336 2.243
H 0.966 4.668 -6.424
*
```

Kohn-Sham gap	8.107	eV
SMILES string	CCc1nnc(NC(=O)[C@H]2CC(=O)N(c3ccc4c(c3)OCCO4)C2)s1
total energy	-42889.7282	eV
energy above the lowest of the compared OMol25 structures with the same formula, charge and spin	462.96	kcal/mol
E_HOMO	-0.305	Ha

***

No. 4
Computed, not measured: a cluster of 2 separate species, C38H42N2O8S2 in total, with ωB97M-V with the def2-TZVPD basis set.

The geometry in ORCA input format:
```
! RIJCOSX wB97M-V def2-TZVPD def2/J DEFGRID3
* xyz 0 1
S -2.226 4.665 2.845
S -3.373 2.873 0.737
O -3.739 1.471 0.688
O -3.076 5.832 2.699
O -2.321 3.363 -0.129
O 5.946 -0.518 3.038
O -1.648 4.338 4.134
O 1.531 -3.338 4.192
O 4.908 -2.839 2.192
O 4.307 1.284 4.126
N -0.743 -3.736 4.247
N -1.569 -1.698 3.762
C -4.576 0.396 3.226
C -2.992 -3.294 5.104
C 0.262 6.531 0.209
C -5.801 4.180 1.115
C -7.063 4.570 0.652
C 3.728 0.376 3.298
C 2.358 0.255 3.046
C 1.866 -0.852 2.354
C 0.378 -1.081 2.306
C 1.120 4.289 0.557
C -8.211 1.266 2.766
C -6.003 0.249 3.115
C -6.849 1.388 3.020
C 0.101 4.045 1.482
C -7.305 4.653 -0.722
C -6.641 -1.029 3.101
C -2.354 -0.633 3.519
C -0.632 -5.146 4.543
C -0.860 5.023 1.726
C -8.803 -0.006 2.700
C -3.075 3.254 2.354
C -2.013 -3.093 3.938
C 4.612 -0.592 2.764
C -6.262 4.425 -1.627
C 6.408 -1.057 4.314
C -0.117 -1.559 3.681
C 2.737 -1.783 1.796
C 4.336 -4.131 1.898
C -4.829 3.781 0.201
C -3.734 -0.698 3.377
C 3.483 2.329 4.683
C -5.013 4.001 -1.169
C 0.365 -2.964 4.051
C -8.012 -1.146 2.896
C -2.598 -3.673 2.641
C 1.180 5.523 -0.107
C 4.083 -1.760 2.167
C -0.741 6.291 1.153
H 0.310 7.506 -0.285
H 3.491 -4.348 2.567
H 0.234 -0.852 4.458
H -6.390 2.371 3.136
H -3.424 -3.062 2.270
H -1.451 7.073 1.415
H -2.974 -4.686 2.837
H 1.650 0.996 3.435
H -4.158 1.386 3.276
H 5.148 -4.837 2.066
H 4.171 2.925 5.284
H 4.015 -4.174 0.848
H 3.041 2.953 3.890
H -0.971 -5.761 3.699
H -4.189 3.832 -1.861
H -2.456 -3.210 6.057
H -0.157 -0.157 2.037
H -5.563 4.175 2.177
H 6.160 -2.122 4.373
H -3.435 -4.295 5.030
H -7.855 4.794 1.367
H 7.486 -0.904 4.290
H -3.714 2.877 3.141
H 2.690 1.905 5.318
H 1.853 3.505 0.345
H 0.414 -5.381 4.751
H -8.298 4.906 -1.097
H -1.833 0.324 3.420
H 5.954 -0.496 5.138
H -8.815 2.163 2.619
H 0.033 3.096 2.010
H 1.945 5.696 -0.868
H -4.185 -1.689 3.401
H -9.870 -0.115 2.503
H -6.056 -1.941 3.243
H -1.824 -3.716 1.862
H 2.343 -2.610 1.196
H -3.795 -2.556 5.088
H -8.464 -2.138 2.882
H -6.417 4.558 -2.698
H 0.126 -1.853 1.559
H -1.243 -5.401 5.415
*
```

Kohn-Sham gap	5.070	eV
total energy	-81112.9513	eV
energy above the lowest of the compared OMol25 structures with the same formula, charge and spin	0.00	kcal/mol
E_HOMO	-0.269	Ha

***

No. 5
Computed, not measured: a structure of composition C34H67N3O10, with ωB97M-V with the def2-TZVPD basis set.

The geometry in ORCA input format:
```
! RIJCOSX wB97M-V def2-TZVPD def2/J DEFGRID3
* xyz 0 1
O 0.807 -2.861 -2.816
O -2.630 -1.040 -3.282
O -6.013 -2.501 0.194
O -0.533 5.605 -2.900
O -2.417 -1.023 1.226
O -0.131 4.663 3.177
O 3.545 -2.343 1.106
O -0.026 1.743 -1.476
O 0.483 -2.084 3.848
O 1.846 2.892 -0.550
N 3.352 -0.438 -1.205
N -1.683 1.568 2.745
N -3.929 -2.414 -0.688
C 1.746 -1.463 -0.137
C -0.285 -1.424 -3.143
C -2.838 -3.234 2.189
C 0.286 -3.746 -2.118
C -0.007 3.571 3.713
C 1.114 4.126 -2.749
C 0.966 4.533 0.885
C -1.967 -2.076 1.684
C 2.042 4.011 -0.064
C -0.694 -3.288 -1.054
C -1.370 0.963 -3.544
C -1.364 3.543 -1.982
C 0.673 2.391 2.971
C 3.025 -2.273 -0.018
C 1.120 1.141 0.582
C -0.574 3.380 5.112
C -0.001 1.000 -0.510
C 2.116 -0.582 3.047
C -3.026 -1.537 -1.273
C 1.621 -1.940 3.474
C -0.305 4.475 -2.610
C -5.047 -1.909 -0.208
C 3.645 -2.957 -1.200
C 3.393 4.779 -0.279
C -3.254 1.618 0.657
C -0.452 -2.223 1.768
C -2.351 1.596 1.794
C 2.603 -3.061 3.514
C 0.833 -5.193 -2.106
C -3.786 -3.842 -0.975
C 3.255 0.659 -1.589
C 3.081 2.023 -2.059
C -1.064 -0.124 -0.235
C -1.503 -0.548 -3.382
H -1.238 -0.310 0.825
H 0.204 -1.058 -2.240
H 3.803 2.698 -1.599
H -3.584 0.599 0.454
H -1.406 2.683 -2.651
H 1.316 3.645 -3.706
H 2.890 -0.276 3.752
H -0.995 4.317 5.479
H 1.410 0.267 1.166
H 3.950 4.156 -0.979
H -2.338 4.022 -1.878
H -2.642 1.856 -0.212
H 0.101 -5.903 -1.723
H -3.146 -3.779 1.297
H 0.094 3.879 0.901
H 0.389 -1.424 -3.999
H 1.126 -1.618 0.746
H 0.555 5.398 0.366
H -1.694 -3.120 -1.454
H -3.680 -2.912 2.802
H -2.314 -3.995 2.768
H 3.880 4.775 0.696
H -2.203 1.551 -3.159
H 1.323 4.780 1.885
H -1.112 1.064 -4.598
H -0.123 1.704 2.682
H 2.437 -0.645 2.008
H 2.261 -3.814 4.225
H 3.626 -4.037 -1.053
H 2.795 -3.558 2.563
H 1.004 -5.428 -3.156
H 0.094 -1.280 1.795
H 3.240 -2.690 -2.176
H -3.302 -1.300 -2.300
H -0.027 -2.805 0.949
H -0.384 -2.310 -0.687
H -1.075 3.166 -1.001
H 1.314 2.810 2.196
H -2.842 -4.332 -0.734
H 1.792 -5.282 -1.594
H 1.716 5.034 -2.771
H -4.564 -4.387 -0.442
H 0.214 3.132 5.823
H -4.969 -0.827 -0.021
H 1.334 1.733 3.534
H 3.203 5.806 -0.592
H 2.015 -0.407 -0.152
H 4.719 -2.790 -1.122
H -1.976 -1.822 -1.335
H 1.160 -1.749 -1.010
H -3.911 -3.930 -2.054
H -4.092 2.304 0.778
H 1.290 0.105 3.231
H 2.136 2.487 -1.778
H 3.524 -2.642 3.918
H -0.287 -2.622 2.768
H -0.583 -2.455 -2.952
H 0.707 1.865 1.283
H -3.008 -0.591 -0.732
H 3.141 2.080 -3.146
H -0.456 1.306 -3.060
H -1.369 2.639 5.027
H -0.681 -1.056 -0.650
H -2.026 0.185 -0.645
H 1.502 3.587 -1.884
H -0.601 -4.124 -0.361
H 2.062 1.490 0.157
*
```

Kohn-Sham gap	8.027	eV
total energy	-61262.3436	eV
E_HOMO	-0.291	Ha

***

No. 6
Computed, not measured: a structure of composition C21H22AlBr2F4, with ωB97M-V with the def2-TZVPD basis set.

The geometry in ORCA input format:
```
! RIJCOSX wB97M-V def2-TZVPD def2/J DEFGRID3
* xyz -1 1
Br -2.753 -4.168 -2.131
Br -0.327 -1.921 1.132
Al -0.911 -1.471 -2.236
F 1.684 -2.982 -3.215
F -4.420 5.751 0.568
F 2.008 1.003 2.300
F -2.333 -0.498 -2.122
C 0.599 4.631 3.562
C -3.404 4.264 -0.953
C 5.267 -3.018 -2.878
C 4.320 -4.778 -1.546
C 0.520 2.785 2.020
C -2.799 3.037 -1.193
C 5.431 -4.087 -2.007
C -3.831 4.552 0.327
C 0.041 4.012 2.451
C 2.124 2.787 3.829
C 3.046 -4.407 -1.950
C -2.634 2.123 -0.164
C -1.242 -3.246 -1.263
C -3.680 3.663 1.370
C 2.907 -3.343 -2.821
C -2.918 -2.923 0.661
C 1.554 2.195 2.720
C 3.999 -2.640 -3.293
C 1.639 4.018 4.247
C -3.077 2.437 1.114
C -1.486 -3.238 0.247
H 0.223 5.590 3.893
H -3.520 -3.822 0.664
H -3.548 4.989 -1.743
H -2.911 -2.539 1.676
H -3.343 -2.155 0.025
H -1.204 -4.188 0.690
H 2.077 4.499 5.112
H 3.845 -1.811 -3.970
H 2.165 -4.926 -1.598
H 4.443 -5.611 -0.866
H -2.162 1.171 -0.365
H 0.102 2.286 1.155
H -2.951 1.724 1.918
H 0.336 -0.637 -1.664
H -4.028 3.929 2.359
H 6.423 -4.377 -1.685
H 2.929 2.287 4.351
H -0.686 -1.799 -3.800
H 6.130 -2.472 -3.234
H -2.455 2.787 -2.187
H -0.774 4.481 1.915
H -0.387 -3.886 -1.459
*
```

Kohn-Sham gap	7.797	eV
total energy	-179689.5409	eV
E_HOMO	-0.188	Ha